(1)
Formula: C2H4N4OS
Source: the Open Molecules 2025 dataset
Level of theory: wB97M-V/def2-TZVPD

Geometry as ORCA input:
```
! RIJCOSX wB97M-V def2-TZVPD def2/J DEFGRID3
* xyz 0 1
N -0.9329 -0.9360 1.2622
N -0.8962 -0.3986 -0.0029
O -2.0943 0.4016 -0.2491
N -1.7259 1.6128 -0.7572
C -0.4524 1.6794 -0.8100
C 0.1867 0.4609 -0.3103
N 1.4431 0.2571 -0.2542
S 2.1686 -1.1652 0.2570
H -1.1643 -0.2302 1.9722
H -1.6492 -1.6771 1.2850
H 0.0759 2.5788 -1.1606
H 1.1710 -1.8315 0.7709
*
```

## Properties
SMILES string = Nn1onc/c1=N/S
relative energy (zero: lowest compared OMol25 entry of this formula, charge and spin) = 3.4515 eV
gap between HOMO and LUMO = 8.6 eV
maximum force = 0.02279 hartree/bohr
E_LUMO = 0.17 eV
electronic energy = -770.911235 Ha
highest occupied orbital energy = -8.5 eV

Atom charges from the Löwdin analysis, given in e for atoms 1 to 8: 0.06, -0.12, -0.08, 0.07, -0.07, -0.43, -0.34, 0.74


(2)
Formula: C26H12F5N5O5Sc
Source: the Open Molecules 2025 dataset
Level of theory: wB97M-V/def2-TZVPD

Geometry as ORCA input:
```
! RIJCOSX wB97M-V def2-TZVPD def2/J DEFGRID3
* xyz -1 1
Sc -0.5635 -0.8885 -0.2075
C -3.0531 -1.0682 3.4521
C -3.5740 0.2025 3.6906
C -3.2997 1.2042 2.7961
C -2.5013 0.9354 1.6617
N -2.0114 -0.3038 1.4328
C -2.2906 -1.2662 2.3152
N -2.3423 1.9780 0.8171
C -1.5295 2.0689 -0.1870
N -0.5330 1.2395 -0.5975
C 0.0195 1.7586 -1.7260
N 0.9699 1.3122 -2.4870
C 1.5996 0.1197 -2.4131
C 2.7382 -0.0077 -3.2395
C 3.4384 -1.1876 -3.2614
C 2.9915 -2.2452 -2.4714
C 1.8550 -2.0614 -1.7077
N 1.1674 -0.9180 -1.6627
C -0.5934 3.0649 -2.0268
C -0.3315 4.0209 -2.9858
C -1.0554 5.2056 -2.9275
C -2.0390 5.3993 -1.9650
C -2.3289 4.4177 -1.0245
C -1.5769 3.2607 -1.0548
H -3.2427 -1.8822 4.1345
H -4.1934 0.3904 4.5572
H -3.6753 2.2074 2.9234
H -1.8776 -2.2466 2.0899
H 3.0266 0.8433 -3.8353
H 4.3126 -1.3004 -3.8872
H 3.5107 -3.1911 -2.4561
H 1.4638 -2.8711 -1.0964
H 0.4272 3.8519 -3.7342
H -0.8427 5.9959 -3.6337
H -2.5768 6.3371 -1.9414
H -3.0964 4.5527 -0.2787
O -2.0588 -4.4115 -1.2404
C -1.7594 -3.2463 -1.0688
O -0.8729 -2.7844 -0.2602
C -2.4515 -2.0780 -1.8737
O -3.3729 -2.2838 -2.6399
O -1.9189 -0.9450 -1.5912
F 4.8223 -3.1165 4.1212
C 3.8541 -2.5426 3.3747
C 3.9375 -1.1973 3.0316
F 4.9909 -0.4725 3.4562
C 2.9443 -0.6039 2.2780
F 3.0596 0.6997 1.9421
C 1.7847 -1.3022 1.8533
O 0.8452 -0.7431 1.1997
C 1.7436 -2.6675 2.2388
F 0.6472 -3.3708 1.8793
C 2.7502 -3.2799 2.9567
F 2.6627 -4.5826 3.2801
*
```

## Properties
relative energy (zero: lowest compared OMol25 entry of this formula, charge and spin) = 0.1793 eV
gap between HOMO and LUMO = 7.1 eV
maximum force = 0.04141 hartree/bohr
E_LUMO = 1.45 eV
electronic energy = -2908.391678 Ha
highest occupied orbital energy = -5.7 eV

Atom charges from the Löwdin analysis, given in e for atoms 1 to 8: 0.92, -0.06, -0.07, -0.01, -0.30, 0.07, -0.11, 0.17